Entry 1:
{"formula": "C6H13N", "method": "ωB97M-V/def2-TZVPD", "symbols": ["C", "C", "N", "C", "C", "C", "C", "H", "H", "H", "H", "H", "H", "H", "H", "H", "H", "H", "H", "H"], "positions_angstrom": [[-1.432, 1.782, 0.475], [-0.667, 0.483, 0.649], [-0.768, -0.452, -0.458], [-1.073, -1.840, -0.175], [0.555, 0.059, -0.115], [1.583, -0.896, 0.486], [1.207, 0.971, -1.135], [-2.482, 1.627, 0.755], [-1.044, 2.599, 1.094], [-1.427, 2.102, -0.571], [-0.738, 0.062, 1.657], [-0.896, -2.433, -1.078], [-0.473, -2.270, 0.637], [-2.127, -1.936, 0.102], [2.444, -0.343, 0.870], [1.223, -1.536, 1.298], [1.950, -1.561, -0.309], [0.475, 1.535, -1.715], [1.807, 0.374, -1.833], [1.884, 1.674, -0.634]], "atomic_forces_ev_per_a": [[0.064, -0.001, -0.028], [-0.023, 0.059, 0.144], [-0.009, -0.122, -0.085], [-0.053, -0.194, 0.022], [0.236, 0.048, -0.018], [-0.005, 0.020, 0.048], [-0.029, 0.047, -0.027], [0.196, -0.007, -0.025], [0.034, -0.176, -0.050], [0.081, -0.070, 0.171], [0.022, -0.047, -0.181], [-0.062, 0.030, 0.130], [-0.187, 0.001, -0.071], [0.083, 0.045, -0.110], [-0.111, 0.024, -0.068], [-0.049, 0.277, -0.087], [-0.038, 0.127, 0.144], [0.048, -0.084, 0.118], [-0.103, 0.098, 0.063], [-0.095, -0.075, -0.089]], "orbital_gap_ha": 0.363, "relative_energy_kcal_mol": 19.9, "fmax_ha_per_bohr": 0.006}

Entry 2:
{"formula": "C22H18BN9O2Pd", "method": "ωB97M-V/def2-TZVPD", "symbols": ["Pd", "C", "C", "N", "N", "C", "B", "N", "C", "C", "C", "N", "N", "C", "C", "C", "N", "N", "C", "C", "C", "N", "H", "H", "H", "H", "H", "H", "H", "H", "H", "H", "H", "H", "O", "C", "O", "C", "C", "C", "C", "C", "C", "C", "C", "C", "N", "H", "H", "H", "H", "H", "H"], "positions_angstrom": [[0.288, 0.709, -0.957], [0.385, 0.415, 3.274], [0.500, 1.199, 2.137], [0.788, 0.441, 1.075], [0.876, -0.842, 1.515], [0.612, -0.873, 2.826], [1.240, -1.957, 0.496], [2.292, -1.331, -0.461], [3.572, -1.648, -0.693], [4.087, -0.759, -1.621], [3.036, 0.100, -1.923], [1.971, -0.271, -1.213], [-0.054, -2.225, -0.331], [-0.687, -3.339, -0.727], [-1.807, -2.975, -1.455], [-1.789, -1.585, -1.473], [-0.745, -1.151, -0.767], [1.821, -3.202, 1.099], [2.388, -3.476, 2.307], [2.901, -4.742, 2.254], [2.612, -5.180, 0.946], [1.977, -4.257, 0.252], [0.177, 0.735, 4.279], [0.417, 2.267, 2.033], [0.599, -1.801, 3.370], [4.025, -2.495, -0.206], [5.079, -0.746, -2.035], [2.979, 0.925, -2.613], [-0.293, -4.308, -0.474], [-2.534, -3.627, -1.905], [-2.464, -0.886, -1.938], [2.431, -2.756, 3.104], [3.412, -5.276, 3.036], [2.851, -6.127, 0.486], [-0.846, 1.690, -4.599], [-0.616, 1.664, -3.426], [0.312, 0.898, -2.870], [-1.357, 2.516, -2.430], [-2.046, 3.665, -2.836], [-2.653, 4.425, -1.882], [-2.672, 3.986, -0.540], [-3.364, 4.689, 0.475], [-3.452, 4.174, 1.735], [-2.883, 2.914, 2.024], [-2.189, 2.225, 1.070], [-2.025, 2.774, -0.214], [-1.300, 2.105, -1.173], [-2.057, 3.909, -3.889], [-3.157, 5.347, -2.144], [-3.843, 5.627, 0.224], [-3.984, 4.711, 2.508], [-3.015, 2.486, 3.009], [-1.795, 1.239, 1.266]], "atomic_forces_ev_per_a": [[0.572, 0.267, 0.392], [-0.004, -0.001, 0.021], [0.269, 0.126, -0.117], [-0.531, 0.191, 0.196], [-0.075, 0.009, -0.039], [0.020, -0.041, 0.080], [-0.037, -0.117, -0.143], [-0.050, 0.083, 0.054], [0.080, -0.043, -0.070], [-0.020, -0.012, 0.010], [0.022, -0.108, -0.022], [0.285, -0.081, -0.025], [0.089, 0.022, 0.078], [-0.055, -0.009, -0.040], [-0.014, 0.000, 0.018], [0.048, -0.071, 0.081], [-0.231, -0.007, -0.230], [-0.114, -0.009, 0.080], [0.092, 0.066, -0.050], [0.010, -0.045, -0.048], [0.044, -0.030, -0.009], [-0.055, -0.004, 0.101], [0.018, -0.015, -0.005], [-0.080, 0.001, -0.029], [0.019, -0.012, -0.016], [-0.034, -0.014, -0.001], [-0.008, -0.010, 0.005], [-0.015, 0.009, 0.012], [0.009, 0.018, 0.025], [0.017, -0.002, 0.001], [0.011, 0.002, -0.013], [0.000, 0.020, -0.011], [-0.002, 0.014, 0.002], [-0.014, 0.006, 0.000], [-0.025, 0.172, -0.021], [0.231, -0.115, 0.055], [-0.326, 0.033, -0.578], [-0.044, 0.004, 0.119], [-0.002, -0.119, -0.076], [-0.063, 0.034, 0.046], [0.005, 0.046, -0.031], [-0.032, -0.002, 0.001], [0.006, -0.013, 0.008], [-0.013, 0.023, -0.004], [0.008, -0.063, 0.026], [-0.056, -0.127, -0.152], [-0.005, -0.063, 0.300], [0.034, 0.012, 0.003], [0.009, 0.001, 0.006], [0.018, 0.002, 0.002], [-0.010, -0.006, -0.006], [0.000, -0.014, -0.014], [0.000, -0.009, 0.031]], "spin_multiplicity": 2, "total_charge": 1, "orbital_gap_ha": [0.285, 0.243], "s_squared": 0.754, "relative_energy_kcal_mol": 2.6, "fmax_ha_per_bohr": 0.014}

Entry 3:
{"formula": "C5H11NO", "method": "ωB97M-V/def2-TZVPD", "symbols": ["C", "N", "C", "C", "C", "C", "H", "H", "H", "H", "H", "H", "H", "H", "H", "H", "H", "O"], "positions_angstrom": [[1.181, -1.495, 0.877], [1.002, -0.298, 0.098], [-0.050, 0.569, 0.247], [-1.277, 0.246, 0.689], [-2.347, 1.240, 0.880], [-3.350, 1.554, 0.078], [0.300, -1.615, 1.477], [2.072, -1.440, 1.497], [1.258, -2.405, 0.277], [1.791, 0.002, -0.449], [0.087, 1.524, -0.250], [-1.544, -0.794, 0.835], [-2.409, 1.746, 1.841], [-4.042, 2.341, 0.310], [-3.548, 1.176, -0.921], [4.003, -1.431, -2.277], [3.277, -0.351, -3.045], [3.594, -0.568, -2.163]], "atomic_forces_ev_per_a": [[-0.110, -0.068, -0.455], [0.491, 0.091, -0.185], [-0.635, -0.550, -0.819], [0.126, -0.019, -0.268], [-0.488, 0.201, 0.386], [-0.142, 0.159, -1.030], [-0.215, -0.101, 0.599], [0.091, 0.050, 0.248], [0.013, 0.064, -0.232], [-0.028, 0.074, 0.078], [0.252, 0.231, 0.475], [0.115, -0.021, 0.394], [0.367, 0.051, 0.106], [-0.266, 0.220, 0.585], [0.480, -0.412, 0.057], [0.040, -0.042, 0.118], [-0.058, 0.102, 0.006], [-0.036, -0.029, -0.063]], "orbital_gap_ha": 0.296, "relative_energy_kcal_mol": 57.8, "fmax_ha_per_bohr": 0.023}

Entry 4:
{"formula": "C5H12O", "method": "ωB97M-V/def2-TZVPD", "symbols": ["C", "C", "C", "C", "C", "H", "H", "H", "H", "H", "H", "H", "H", "H", "H", "H", "H", "O"], "positions_angstrom": [[-2.628, 0.918, 1.176], [-1.512, -0.114, 1.087], [-0.393, 0.314, 0.168], [0.683, -0.712, 0.023], [2.002, -0.204, -0.472], [-2.159, 1.970, 1.257], [-3.262, 0.760, 2.259], [-3.389, 0.842, 0.241], [-2.032, -1.000, 0.745], [-1.082, -0.360, 2.099], [-0.707, 0.613, -0.797], [0.038, 1.239, 0.514], [0.235, -1.470, -0.696], [0.811, -1.279, 1.022], [2.215, 0.848, -0.129], [2.759, -1.001, -0.202], [2.163, -1.127, -2.458], [1.938, -0.156, -1.968]], "atomic_forces_ev_per_a": [[-2.121, 1.176, 1.615], [-0.401, 0.023, 0.688], [0.251, 0.337, 0.724], [-0.921, -2.153, 1.019], [0.537, -1.535, -1.925], [-1.038, -1.459, -0.294], [1.512, 0.437, -3.241], [1.817, 0.364, 2.319], [0.391, -0.665, -0.192], [-0.438, 0.350, -0.890], [-0.867, 0.020, -1.245], [0.242, 0.481, 0.755], [1.040, 0.486, 0.757], [-0.055, 0.899, -1.339], [0.119, -1.225, -0.360], [-0.286, 1.481, -0.046], [-0.930, 4.002, 2.659], [1.149, -3.018, -1.002]], "orbital_gap_ha": 0.405, "relative_energy_kcal_mol": 46.6, "fmax_ha_per_bohr": 0.095}

Total energy values (in hartree) by entry order: -291.12709, -1645.06103, -327.03931, -272.87432.
M values (in g mol⁻¹) by entry order: 99.18, 557.68, 101.15, 88.15.